# 1
Below is a single C21H24N2O3 molecule at a distorted geometry, with properties calculated with wB97M-V/def2-TZVPD.

Structure (XYZ):
```
50
Properties=species:S:1:pos:R:3:forces:R:3
C -3.583 4.882 -4.450 0.4 0.6 -1.1
O -3.747 3.484 -4.668 0.2 -1.6 1.6
C -3.218 2.627 -3.609 -0.1 1.6 -1.0
C -2.357 1.628 -4.001 1.6 -0.3 -1.4
C -1.422 1.063 -3.134 -0.1 2.0 2.8
C -1.524 1.319 -1.735 -0.7 -0.5 -0.7
C -2.579 2.166 -1.247 0.1 0.1 -2.9
C -3.381 2.883 -2.223 -0.4 -1.0 1.1
O -4.473 3.698 -1.927 0.2 0.0 0.7
C -4.820 3.997 -0.543 0.0 0.3 -0.4
C -0.624 0.510 -0.748 0.1 2.2 -1.0
N 0.445 -0.322 -1.336 0.3 0.3 0.0
C 1.126 -1.156 -0.440 0.5 0.4 -0.9
N 0.649 -1.412 0.717 -0.4 0.8 -1.7
C 1.246 -2.197 1.676 -1.0 -0.5 0.0
C 0.656 -3.412 2.067 -1.2 0.8 -0.3
C 1.241 -4.112 3.070 0.2 -2.1 1.7
C 2.371 -3.686 3.757 1.3 0.9 -1.0
C 2.945 -2.504 3.343 -1.9 0.7 0.3
C 2.268 -1.711 2.423 2.4 -0.1 -0.2
C 4.122 -2.088 4.170 -1.0 0.1 -2.0
O 5.195 -1.819 3.287 0.9 1.5 0.1
C 4.390 -3.298 4.947 2.7 -0.5 3.5
C 3.154 -4.147 4.971 -0.7 -0.6 -1.3
C 1.014 0.149 -2.651 -2.4 0.4 0.4
C -0.229 0.313 -3.627 -0.2 -1.7 0.5
H -3.088 5.392 -5.373 -0.9 -1.1 1.5
H -4.527 5.381 -4.207 0.0 -0.2 -0.3
H -2.965 5.022 -3.589 0.7 0.3 0.4
H -2.162 1.355 -5.075 -0.7 0.8 0.9
H -2.790 2.284 -0.201 0.1 -0.1 0.3
H -5.126 5.088 -0.481 0.3 -1.4 -0.2
H -5.653 3.345 -0.133 1.0 0.6 -0.8
H -3.915 3.853 0.042 -0.2 0.2 0.4
H -1.309 -0.050 -0.155 -0.1 -0.8 0.5
H -0.188 1.310 -0.117 0.1 -0.6 0.2
H 2.120 -1.528 -0.897 -1.4 0.2 0.9
H -0.393 -3.630 1.783 1.1 -0.2 -0.4
H 0.833 -5.066 3.405 -0.4 0.2 -0.1
H 2.727 -0.786 2.160 0.1 0.8 -0.2
H 3.796 -1.245 4.813 1.0 0.1 -0.6
H 5.328 -2.570 2.690 -0.3 0.1 0.3
H 5.275 -3.832 4.517 -0.8 0.4 0.3
H 4.723 -2.933 6.019 -0.5 -1.2 -1.8
H 3.386 -5.210 4.868 -0.4 0.0 1.0
H 2.544 -3.765 5.762 -0.4 -0.9 1.2
H 1.758 -0.564 -3.044 -0.5 0.3 0.3
H 1.438 1.177 -2.618 0.2 -0.6 0.5
H 0.135 0.756 -4.554 -0.2 -0.5 -0.2
H -0.811 -0.637 -3.704 1.6 -0.3 -0.9
```
Forces are in eV/Å.

* calculated total energy: -31285.2961 eV
* highest occupied orbital energy: -7.95 eV
* LUMO level: 0.027 hartree
* energy above the lowest of the compared OMol25 structures with the same formula, charge and spin: 134.5 kcal/mol
* total charge: 0
* SMILES string: COc1cc2c(cc1OC)CN(/C=N/c1ccc3c(c1)[C@H](O)CC3)CC2
* orbital gap: 8.7 eV


# 2
Below is a molecular structure, C21H24N2O4PtS2, with properties calculated with wB97M-V/def2-TZVPD.

Structure (XYZ):
```
54
Properties=species:S:1:pos:R:3:forces:R:3
Pt 0.079 -0.336 0.030 0.1 -0.3 0.0
S -4.471 -0.713 -0.100 -0.1 0.0 0.0
C -3.686 -2.221 -0.283 0.0 0.0 0.0
C -2.337 -2.091 -0.241 0.0 -0.1 -0.1
C -1.855 -0.747 -0.065 0.0 0.4 0.0
C -2.931 0.120 0.026 0.0 -0.1 0.2
C -2.959 1.549 0.323 -0.1 0.1 -0.1
C -4.176 2.237 0.517 0.1 0.0 0.0
C -4.160 3.575 0.847 0.0 0.0 0.0
C -2.941 4.231 0.976 0.0 0.0 0.0
C -1.796 3.488 0.734 0.0 0.0 0.0
N -1.797 2.204 0.410 0.0 -0.1 0.0
H -4.263 -3.122 -0.431 0.0 0.0 0.0
H -1.669 -2.935 -0.350 0.0 0.0 0.0
H -5.117 1.716 0.411 0.0 0.0 0.0
H -5.092 4.106 1.002 0.0 0.0 0.0
H -2.880 5.275 1.252 0.0 0.0 0.0
H -0.814 3.948 0.799 0.0 0.0 0.0
O 2.199 1.297 2.584 0.0 0.0 0.0
S 1.914 -0.016 2.027 -0.1 0.2 0.1
O 2.644 -1.088 2.681 0.0 0.0 0.0
O 0.397 -0.295 2.080 0.0 0.0 0.0
O 2.146 -0.018 0.520 0.0 0.0 -0.1
C -1.015 -3.167 -5.968 0.0 0.0 0.0
C -0.519 -3.038 -4.548 0.0 0.0 0.0
C -0.148 -4.168 -3.833 0.0 0.0 0.0
C 0.316 -4.015 -2.519 0.0 0.0 0.0
C 0.691 -5.231 -1.708 0.0 0.0 0.0
C 0.416 -2.763 -1.958 0.0 0.0 0.0
C 0.054 -1.573 -2.655 -0.1 0.1 0.0
C -0.431 -1.776 -3.974 0.1 0.0 0.0
N 0.174 -0.380 -2.026 0.2 -0.1 0.0
C 0.214 0.885 -2.773 -0.1 0.0 0.0
C 1.079 0.800 -4.055 0.0 0.0 0.0
C 0.875 1.940 -1.878 0.0 0.0 0.0
C -1.202 1.389 -3.112 0.0 0.0 0.0
H -1.416 -4.166 -6.157 0.0 0.0 0.0
H -0.208 -2.992 -6.686 0.0 0.0 0.0
H -1.801 -2.438 -6.178 0.0 0.0 0.0
H -0.221 -5.155 -4.281 0.0 0.0 0.0
H 1.268 -5.944 -2.303 0.0 0.0 0.0
H -0.203 -5.752 -1.350 0.0 0.0 0.0
H 1.282 -4.951 -0.836 0.0 0.0 0.0
H 0.788 -2.644 -0.946 0.0 0.0 0.0
H -0.784 -0.937 -4.553 0.0 0.0 0.0
H 1.835 0.020 -3.955 0.0 0.0 0.0
H 1.593 1.754 -4.204 0.0 0.0 0.0
H 0.502 0.597 -4.957 0.0 0.0 0.0
H 1.908 1.664 -1.659 0.0 0.0 0.0
H 0.347 2.022 -0.927 0.0 0.0 0.0
H 0.854 2.911 -2.384 0.0 0.0 0.0
H -1.772 0.645 -3.669 0.0 0.0 0.0
H -1.155 2.310 -3.706 0.0 0.0 0.0
H -1.736 1.598 -2.186 0.0 0.0 0.0
```
Forces are in eV/Å.

* calculated total energy: -58255.9054 eV
* highest occupied orbital energy: -0.91 eV
* LUMO level: 0.160 hartree
* energy above the lowest of the compared OMol25 structures with the same formula, charge and spin: 0.0 kcal/mol
* total charge: -2
* orbital gap: 5.3 eV


# 3
Below is a single C21H24N4O4S molecule at a distorted geometry, with properties calculated with wB97M-V/def2-TZVPD.

Structure (XYZ):
```
54
Properties=species:S:1:pos:R:3:forces:R:3
C 0.681 2.352 0.880 0.3 0.1 -0.1
C 1.965 2.895 0.251 -0.6 0.3 0.0
N 2.786 1.866 -0.340 0.1 -0.1 -1.2
C 3.761 1.159 0.457 0.5 -0.2 0.1
C 5.050 1.956 0.641 -0.2 -0.1 -0.1
S 2.765 1.607 -1.964 -0.1 0.0 0.4
O 4.080 1.226 -2.400 0.0 -0.2 0.2
O 2.141 2.736 -2.597 -0.2 -0.1 0.2
C 1.692 0.175 -2.197 0.2 0.3 0.1
C 1.172 -0.450 -1.086 0.0 0.0 0.3
C 0.318 -1.538 -1.237 0.2 0.3 -0.3
N -0.267 -2.182 -0.141 -0.1 -0.3 -0.2
C -0.119 -1.906 1.179 -0.3 -0.5 0.3
O 0.632 -1.084 1.653 0.3 0.3 0.1
C -1.059 -2.755 2.038 0.1 0.2 0.0
C -2.477 -2.426 1.681 -0.3 -0.5 -0.2
N -3.109 -3.313 0.986 0.7 -0.2 0.3
N -4.372 -3.083 0.618 -0.4 0.0 -0.2
C -5.135 -1.970 0.899 0.0 -0.2 -0.1
O -6.287 -1.902 0.521 -0.2 0.1 0.0
C -4.409 -0.939 1.648 0.3 0.2 0.2
C -5.041 0.265 1.956 0.0 -0.1 -0.1
C -4.356 1.248 2.634 0.0 0.0 0.0
C -3.032 1.040 3.011 0.0 0.0 0.0
C -2.394 -0.147 2.725 0.0 -0.1 0.0
C -3.074 -1.161 2.039 -0.6 0.3 -0.1
C 0.016 -1.985 -2.520 0.0 0.0 0.2
C 0.563 -1.355 -3.623 0.1 0.2 0.1
C 1.411 -0.260 -3.487 0.0 -0.1 -0.1
C 2.005 0.433 -4.666 0.0 0.1 -0.2
H 0.160 3.155 1.394 -0.1 0.1 0.1
H 0.024 1.948 0.113 -0.1 -0.1 0.0
H 0.901 1.564 1.597 0.0 -0.1 0.1
H 1.716 3.590 -0.553 0.0 0.1 0.3
H 2.551 3.429 1.004 0.1 0.0 -0.1
H 3.988 0.232 -0.073 0.0 -0.1 0.3
H 3.316 0.908 1.425 -0.1 -0.1 -0.1
H 4.856 2.899 1.148 0.0 0.1 0.1
H 5.761 1.383 1.229 0.1 0.0 0.1
H 5.479 2.163 -0.336 0.1 0.0 0.0
H 1.422 -0.097 -0.103 0.0 0.0 0.1
H -0.931 -2.910 -0.375 0.0 0.1 0.1
H -0.859 -2.543 3.088 0.1 0.0 -0.1
H -0.882 -3.814 1.842 0.0 0.0 0.0
H -4.808 -3.837 0.098 0.0 0.3 0.1
H -6.065 0.395 1.642 -0.1 0.0 0.0
H -4.842 2.182 2.871 0.0 0.1 0.0
H -2.497 1.819 3.535 0.1 0.1 0.0
H -1.365 -0.285 3.014 0.1 0.0 0.0
H -0.648 -2.827 -2.654 -0.1 -0.1 0.0
H 0.322 -1.717 -4.611 0.0 0.0 -0.1
H 3.091 0.431 -4.583 0.1 0.0 -0.1
H 1.708 -0.047 -5.595 0.0 0.0 0.0
H 1.693 1.475 -4.675 0.0 0.0 -0.1
```
Forces are in eV/Å.

* calculated total energy: -47152.9737 eV
* highest occupied orbital energy: -8.70 eV
* LUMO level: -0.002 hartree
* energy above the lowest of the compared OMol25 structures with the same formula, charge and spin: 24.1 kcal/mol
* total charge: 0
* SMILES string: CCN(CC)S(=O)(=O)c1cc(NC(=O)Cc2n[nH]c(=O)c3ccccc23)ccc1C
* orbital gap: 8.6 eV